# 1
A cluster of 2 separate species, C9H14O in total, computed with the ωB97M-V functional and the def2-TZVPD basis.

## Properties
**E_LUMO**: 0.030 Eh
**Strongest force on any atom**: 2.30 eV Å⁻¹
**E_HOMO**: -8.4 eV

Geometry as ORCA input:
```
! wB97M-V def2-TZVPD RIJCOSX def2/J DEFGRID3
* xyz 0 1
O 2.77 -0.10 0.87
C 1.84 -1.01 0.45
C -0.81 4.59 -0.24
C -1.63 -3.34 -0.52
C -0.65 3.09 0.09
C 1.50 -1.20 -0.90
C -0.11 -2.24 1.12
C -0.53 -2.38 -0.18
C 1.03 -1.49 1.47
C 0.39 -1.95 -1.18
H -0.14 5.27 0.30
H 0.25 2.85 0.65
H 3.60 0.03 0.42
H 1.25 -1.19 2.48
H -2.29 -3.46 0.35
H -1.15 -4.33 -0.49
H -0.56 2.66 -0.90
H -1.85 4.92 -0.10
H -2.24 -3.01 -1.36
H -1.45 2.65 0.68
H 2.11 -0.58 -1.54
H -0.70 4.88 -1.28
H 0.02 -2.09 -2.19
H -0.66 -2.58 1.99
*
```

# 2
A structure of composition C4H6N2O, computed with the ωB97M-V functional and the def2-TZVPD basis.

## Properties
**E_LUMO**: 0.019 Eh
**Strongest force on any atom**: 0.42 eV Å⁻¹
**E_HOMO**: -8.7 eV

Geometry as ORCA input:
```
! wB97M-V def2-TZVPD RIJCOSX def2/J DEFGRID3
* xyz 0 1
O 1.54 1.99 -0.27
N 1.18 -0.20 0.41
N -0.53 0.98 -0.50
C 0.43 -1.33 -0.14
C -1.43 0.16 0.32
C 0.83 1.01 -0.12
C -0.96 -0.93 -0.58
H 0.28 -2.12 0.61
H 2.16 -0.30 0.60
H 0.98 -1.78 -0.98
H -1.15 0.20 1.39
H -2.46 0.47 0.16
H -0.86 1.85 -0.91
*
```

# 3
A structure of composition C14H33O5PRuS5, computed with the ωB97M-V functional and the def2-TZVPD basis.

## Properties
**<S²>**: 0.761
**E_LUMO (spin up / spin down)**: -0.124 / -0.152 Eh
**Strongest force on any atom**: 0.88 eV Å⁻¹
**E_HOMO (spin up / spin down)**: -10.7 / -10.7 eV

Geometry as ORCA input:
```
! wB97M-V def2-TZVPD RIJCOSX def2/J DEFGRID3
* xyz 1 2
Ru -0.81 0.63 -0.23
S -2.05 4.53 -2.40
S 2.33 0.65 -1.01
S -1.13 1.70 1.95
S -2.64 2.15 -0.66
S -0.35 2.06 -2.07
P -2.56 -0.77 -0.47
O -2.82 -1.19 -1.95
O -2.22 -2.23 0.09
O 1.30 0.97 0.08
O 0.61 -1.71 -0.51
O -4.01 -0.52 0.13
C 3.17 2.23 -1.36
C 0.99 -2.52 0.60
C -1.18 0.68 3.44
C -1.75 3.06 -1.83
C 0.20 -1.65 -2.91
C -4.47 0.37 1.15
C 4.94 0.89 -0.41
C 4.38 2.31 -0.44
C 0.94 -1.70 1.87
C 0.42 2.56 2.29
C 0.51 -2.52 -1.70
C -2.51 -2.57 1.45
C 3.75 0.00 -0.08
C -2.98 -0.33 -3.09
H 3.46 2.18 -2.42
H -0.30 0.04 3.54
H 0.30 3.09 3.23
H 2.42 3.01 -1.24
H -0.11 -0.65 -2.60
H 1.75 -0.98 1.93
H 5.74 0.76 0.33
H -2.08 0.08 3.41
H -2.14 -3.58 1.61
H 5.11 3.04 -0.80
H -3.65 0.90 1.62
H -0.27 -3.27 -1.53
H 1.46 -3.04 -1.82
H -3.96 0.14 -3.05
H -5.00 -0.23 1.89
H -2.20 0.43 -3.12
H 3.45 0.09 0.96
H 5.36 0.63 -1.38
H 4.07 2.62 0.56
H 0.31 -3.38 0.66
H -1.24 1.35 4.30
H 2.00 -2.91 0.42
H 1.25 1.86 2.33
H 3.89 -1.05 -0.33
H 1.07 -1.54 -3.56
H -0.61 -2.07 -3.50
H -3.59 -2.55 1.62
H -2.91 -0.98 -3.96
H -5.15 1.09 0.70
H 0.00 -1.15 1.90
H 0.98 -2.36 2.74
H 0.57 3.27 1.48
H -2.01 -1.90 2.15
*
```

# 4
An isolated molecule of C19H22N2O2, computed with the ωB97M-V functional and the def2-TZVPD basis.

## Properties
**E_LUMO**: 0.026 Eh
**Strongest force on any atom**: 0.76 eV Å⁻¹
**E_HOMO**: -8.4 eV

Geometry as ORCA input:
```
! wB97M-V def2-TZVPD RIJCOSX def2/J DEFGRID3
* xyz 0 1
O -1.47 2.08 0.91
O 5.02 1.18 -1.27
N 3.86 -1.62 0.33
N 2.44 0.03 -0.16
C -0.12 -2.64 0.08
C 1.94 1.35 -0.42
C -2.66 0.11 1.30
C 4.88 0.60 0.01
C 2.59 -2.14 0.29
C -0.79 2.93 0.01
C -4.98 -2.01 -0.82
C 0.58 3.26 0.60
C -2.34 1.15 0.43
C 3.73 -0.35 0.08
C 0.31 -1.34 -0.13
C -3.77 0.16 -1.22
C 0.78 -3.66 0.39
C 1.41 2.00 0.86
C -3.51 -0.90 0.90
C -2.92 1.18 -0.83
C 2.13 -3.44 0.50
C 1.67 -1.11 -0.02
C -4.08 -0.90 -0.37
H 2.74 1.95 -0.86
H -0.39 -0.56 -0.37
H -2.73 1.99 -1.52
H -4.44 -2.68 -1.49
H -2.21 0.10 2.28
H 0.78 1.28 1.39
H -5.34 -2.59 0.02
H 5.23 0.48 -1.90
H 1.13 1.26 -1.16
H 2.82 -4.23 0.73
H 2.25 2.25 1.51
H -3.74 -1.70 1.59
H 5.78 0.07 0.31
H -1.17 -2.86 0.00
H -1.37 3.85 -0.15
H 1.11 3.93 -0.08
H -0.67 2.43 -0.97
H -4.21 0.19 -2.21
H 0.39 -4.66 0.54
H 4.72 1.44 0.69
H 0.42 3.78 1.55
H -5.83 -1.61 -1.37
*
```

# 5
A cluster of 2 separate species, C4H7NOS in total, computed with the ωB97M-V functional and the def2-TZVPD basis.

## Properties
**<S²>**: 2.037
**E_LUMO (spin up / spin down)**: 0.023 / -0.015 Eh
**Strongest force on any atom**: 6.84 eV Å⁻¹
**E_HOMO (spin up / spin down)**: -6.8 / -9.7 eV

Geometry as ORCA input:
```
! wB97M-V def2-TZVPD RIJCOSX def2/J DEFGRID3
* xyz 0 3
S 1.74 -1.35 -0.34
O -1.12 1.21 2.95
N 1.08 0.56 2.73
C -0.10 0.85 2.48
C 0.64 0.04 -0.75
C -0.70 -0.14 -1.02
C -1.41 0.83 -1.67
H -1.09 -0.99 -0.42
H 1.08 1.09 -1.02
H -1.01 1.79 -2.04
H -2.49 0.62 -1.76
H 1.54 0.40 3.62
H 0.80 -2.16 -0.39
H 1.59 0.07 1.93
*
```

# 6
A structure of composition C23H33N7Pr, computed with the ωB97M-V functional and the def2-TZVPD basis.

## Properties
**<S²>**: 2.002
**E_LUMO (spin up / spin down)**: -0.330 / -0.328 Eh
**Strongest force on any atom**: 3.03 eV Å⁻¹
**E_HOMO (spin up / spin down)**: -17.8 / -17.8 eV

Geometry as ORCA input:
```
! wB97M-V def2-TZVPD RIJCOSX def2/J DEFGRID3
* xyz 3 3
Pr -0.28 -0.15 -0.16
N -0.30 2.46 -0.76
N 1.21 1.10 1.86
N -0.40 -1.30 1.91
N 2.11 -1.15 -0.13
N -0.16 -0.48 -2.82
N -2.87 -0.41 -0.72
N -0.91 -2.59 -1.13
C 1.87 3.02 0.37
C 0.53 3.42 -0.20
C 2.32 0.05 1.90
C -0.60 -0.31 2.86
C -1.08 5.13 -0.74
C -1.70 -0.41 3.74
C 3.86 -1.24 -1.87
C -1.05 -2.45 2.10
C -1.81 4.21 -1.51
C -0.46 -1.77 -3.47
C -3.32 -1.76 -1.19
C -1.40 2.86 -1.43
C 0.06 4.72 -0.01
C 4.57 -0.20 -1.20
C 1.69 2.49 1.81
C -2.10 -2.68 2.97
C 2.70 -1.74 -1.21
C -2.35 -1.63 3.94
C -0.39 -2.91 -2.47
C 0.31 0.87 2.99
C -2.32 -2.94 -0.83
C 2.82 -0.21 0.51
C 3.97 0.42 -0.09
H 0.83 -0.34 -2.81
H -3.42 -1.82 -2.30
H -2.70 -3.78 -1.40
H -3.33 -0.40 0.20
H 2.21 2.27 -0.34
H 4.25 -1.84 -2.67
H 0.63 -3.19 -2.34
H -2.61 4.51 -2.21
H -0.63 -3.32 1.60
H -3.33 0.26 -1.30
H 4.47 1.24 0.47
H 0.51 5.40 0.76
H 2.49 3.89 0.29
H 3.24 0.36 2.40
H 0.96 3.16 2.16
H -1.83 0.43 4.48
H -0.45 0.36 -3.35
H -1.43 6.15 -0.72
H -0.33 1.80 3.10
H 0.85 0.77 3.98
H 2.55 2.65 2.51
H -0.96 -3.78 -2.91
H 2.31 -2.71 -1.49
H -1.46 -1.70 -3.99
H -4.28 -2.16 -0.76
H -2.74 -3.59 2.81
H -2.06 2.11 -1.85
H -3.16 -1.79 4.70
H 0.32 -2.01 -4.32
H 1.80 -0.86 2.23
H -0.44 -3.35 -0.57
H -2.38 -3.30 0.23
H 5.56 0.15 -1.60
*
```

# 7
A structure of composition C8H16AlClEuIO3, computed with the ωB97M-V functional and the def2-TZVPD basis.

## Properties
**<S²>**: 15.760
**E_LUMO (spin up / spin down)**: -0.246 / -0.239 Eh
**Strongest force on any atom**: 5.75 eV Å⁻¹
**E_HOMO (spin up / spin down)**: -10.8 / -10.8 eV

Geometry as ORCA input:
```
! wB97M-V def2-TZVPD RIJCOSX def2/J DEFGRID3
* xyz 1 8
Eu -2.96 -1.99 -1.88
I 0.27 4.65 0.36
Cl -4.23 0.95 -0.17
Al 0.28 -0.87 -0.12
O 3.21 -1.59 1.87
O 3.91 -0.58 -0.04
O -0.33 -0.67 -1.79
C 1.96 -1.96 -0.14
C 0.21 2.88 -0.79
C -2.41 -0.59 1.11
C -2.73 0.04 -0.19
C 1.28 1.90 -0.35
C 3.04 -1.38 0.66
C 0.81 0.95 0.75
C -1.26 -1.57 0.94
H -1.94 0.68 -0.54
H -0.44 -1.55 -2.19
H 1.54 0.78 1.52
H 1.75 -2.94 0.25
H 2.26 -2.05 -1.18
H 0.31 3.14 -1.82
H -0.92 -1.81 1.94
H -0.09 1.32 1.23
H 3.44 0.15 -0.46
H -2.86 -0.72 -0.94
H -0.77 2.46 -0.64
H -3.27 -1.10 1.53
H 2.14 2.41 0.06
H 1.58 1.35 -1.25
H -1.60 -2.52 0.49
H -2.18 0.23 1.78
*
```

# 8
A cluster of 2 separate species, C2H5N3 in total, computed with the ωB97M-V functional and the def2-TZVPD basis.

## Properties
**E_LUMO**: -0.518 Eh
**Strongest force on any atom**: 4.30 eV Å⁻¹
**E_HOMO**: -23.5 eV

Geometry as ORCA input:
```
! wB97M-V def2-TZVPD RIJCOSX def2/J DEFGRID3
* xyz 2 1
N -3.08 -0.10 -0.59
N -1.99 -0.12 -0.54
N 0.45 1.51 0.21
C 0.38 0.28 0.10
C 0.67 -1.00 -0.01
H 1.40 1.81 0.57
H -0.26 2.20 0.52
H 1.29 -1.43 0.76
H -0.02 -1.91 -0.03
H 1.16 -1.23 -1.00
*
```

# 9
A cluster of 2 separate species, CH2NO3S in total, computed with the ωB97M-V functional and the def2-TZVPD basis.

## Properties
**E_LUMO (spin up / spin down)**: 0.123 / 0.123 Eh
**Strongest force on any atom**: 2.10 eV Å⁻¹
**E_HOMO (spin up / spin down)**: -4.5 / -4.5 eV

Geometry as ORCA input:
```
! wB97M-V def2-TZVPD RIJCOSX def2/J DEFGRID3
* xyz -1 1
S -0.19 -1.27 -0.14
O 0.08 -0.18 -2.40
O 0.98 1.63 2.07
O -1.58 -1.53 0.31
N 0.49 -0.23 0.78
C 0.29 1.03 1.24
H -0.53 1.63 0.75
H 0.46 -1.07 -2.60
*
```

# 10
A structure of composition C41H41F2GeI2N4O2Sn, computed with the ωB97M-V functional and the def2-TZVPD basis.

## Properties
**<S²>**: 0.776
**E_LUMO (spin up / spin down)**: -0.213 / -0.283 Eh
**Strongest force on any atom**: 1.12 eV Å⁻¹
**E_HOMO (spin up / spin down)**: -12.6 / -12.6 eV

Geometry as ORCA input:
```
! wB97M-V def2-TZVPD RIJCOSX def2/J DEFGRID3
* xyz 2 2
I 1.03 -2.01 4.91
I 6.96 -2.65 5.36
Sn 1.29 -1.93 -0.20
Ge -2.26 -1.59 -0.18
F 2.51 -4.74 -0.52
F 0.40 -4.66 -1.15
O -1.75 2.43 0.54
O 1.93 -2.20 1.92
N 1.96 0.84 0.15
N -1.19 4.45 -0.33
N 1.96 -2.51 -2.46
N 3.68 -1.80 -0.35
C 4.01 -2.37 4.84
C 3.27 -2.66 -2.66
C -4.84 -0.21 0.78
C -6.08 0.28 1.07
C -2.99 -1.65 -4.25
C -0.90 3.22 0.14
C 5.26 -2.50 4.22
C 4.45 -2.72 0.52
C -0.31 5.26 -1.17
C 2.98 1.60 0.57
C 1.26 -4.22 -0.17
C -3.73 0.04 1.62
C -2.43 -0.47 1.36
C 4.15 -1.84 -1.76
C -2.08 0.53 -3.77
C 3.77 -3.41 -3.70
C 2.87 -4.01 -4.58
C -3.92 0.82 2.79
C 1.51 -3.82 -4.39
C -1.38 -0.22 2.19
C 4.28 -2.48 2.00
C 0.78 1.43 0.00
C -0.05 6.65 -0.62
C -5.22 1.30 3.08
C -2.27 -3.50 0.12
C 2.90 -2.25 4.06
C -2.82 5.52 1.20
C -1.95 0.19 -2.43
C -2.61 -0.39 -4.68
C -6.27 1.04 2.25
C 2.84 2.95 0.85
C 5.38 -2.55 2.81
C -1.57 0.59 3.33
C 1.60 3.55 0.67
C -2.32 -1.09 -2.01
C -2.58 4.91 -0.17
C 2.98 -2.30 2.60
C 0.54 2.77 0.22
C -2.84 -2.01 -2.92
C 1.09 -3.08 -3.30
C -2.81 1.10 3.62
H 0.97 -4.72 0.76
H -0.04 0.79 -0.31
H -7.26 1.41 2.49
H -1.58 0.92 -1.72
H 3.85 -0.86 -0.01
H 0.62 4.73 -1.32
H -3.29 -3.81 0.37
H -4.70 -0.81 -0.12
H 4.83 -3.54 -3.83
H -3.23 4.05 -0.30
H -0.39 -0.61 1.99
H -2.14 6.35 1.39
H 0.40 6.62 0.37
H 0.04 -2.93 -3.09
H 3.69 3.53 1.20
H -3.84 5.90 1.27
H 0.79 -4.27 -5.05
H -2.73 -0.11 -5.71
H 1.46 4.60 0.90
H -2.95 1.72 4.49
H 3.93 -2.36 5.92
H 5.51 -2.63 0.29
H -2.78 5.63 -0.96
H 3.23 -4.60 -5.41
H -0.97 7.24 -0.56
H 5.18 -2.21 -1.82
H -5.37 1.87 3.99
H -6.91 0.09 0.42
H 3.94 1.12 0.72
H -0.79 5.35 -2.15
H -0.73 0.81 3.98
H 4.13 -0.82 -2.14
H -1.79 1.52 -4.11
H -3.41 -2.36 -4.96
H 6.36 -2.69 2.36
H 4.15 -3.74 0.30
H -3.13 -3.01 -2.60
H -1.64 -3.74 0.97
H 0.64 7.18 -1.29
H -2.68 4.77 1.98
H -1.93 -4.05 -0.75
*
```

# 11
An isolated molecule of CHCl2OPS, computed with the ωB97M-V functional and the def2-TZVPD basis.

## Properties
**E_LUMO**: -0.068 Eh
**Strongest force on any atom**: 2.43 eV Å⁻¹
**E_HOMO**: -9.8 eV

Geometry as ORCA input:
```
! wB97M-V def2-TZVPD RIJCOSX def2/J DEFGRID3
* xyz 0 1
Cl 1.34 1.35 -1.33
Cl 1.04 0.98 1.60
S -1.96 -1.53 0.33
P 0.72 -0.07 -0.03
O 1.56 -1.24 -0.04
C -1.10 -0.23 -0.04
H -1.59 0.73 -0.49
*
```

# 12
An isolated molecule of C13H16OSi, computed with the ωB97M-V functional and the def2-TZVPD basis.

## Properties
**E_LUMO**: 0.012 Eh
**Strongest force on any atom**: 4.00 eV Å⁻¹
**E_HOMO**: -8.8 eV

Geometry as ORCA input:
```
! wB97M-V def2-TZVPD RIJCOSX def2/J DEFGRID3
* xyz 0 1
Si 1.18 1.00 -0.82
O 0.06 -3.66 -1.00
C 2.04 0.57 -2.47
C -3.65 -2.21 2.21
C 0.64 -1.65 0.32
C -2.53 -1.43 2.29
C -2.70 -3.46 0.37
C 2.43 1.35 0.63
C -3.69 -3.24 1.32
C -1.48 -1.56 1.40
C -0.05 -0.42 -0.33
C -1.57 -2.65 0.46
C -0.03 2.56 -1.00
C -0.21 -0.83 1.26
C -0.24 -2.85 -0.16
H 0.37 3.54 -0.65
H 0.28 -0.28 2.09
H 3.05 0.05 -2.43
H -4.39 -2.14 2.98
H 2.13 1.47 -3.14
H 2.63 0.48 1.44
H -2.78 -4.39 -0.20
H 2.05 2.36 1.16
H -0.24 2.68 -1.98
H -4.63 -3.88 1.25
H -2.52 -0.59 3.07
H 3.40 1.63 0.08
H -0.92 -0.50 -0.93
H 1.34 -0.03 -2.95
H 1.73 -1.62 0.27
H -0.90 2.17 -0.44
*
```

# 13
A structure of composition C5H5N4O4, computed with the ωB97M-V functional and the def2-TZVPD basis.

## Properties
**E_LUMO**: 0.132 Eh
**Strongest force on any atom**: 4.93 eV Å⁻¹
**E_HOMO**: -5.3 eV

Geometry as ORCA input:
```
! wB97M-V def2-TZVPD RIJCOSX def2/J DEFGRID3
* xyz -1 1
O 1.02 2.11 0.20
O 2.26 -2.13 -0.20
O 3.46 -0.80 0.95
O 2.92 1.64 -0.82
N -2.07 -1.17 -0.25
N 1.67 -0.07 0.01
N -1.29 0.78 0.42
N 2.54 -1.05 0.24
C 0.15 -0.42 -1.18
C 1.92 1.40 -0.22
C -2.51 0.63 0.98
C -1.10 -0.32 -0.35
C -2.97 -0.67 0.55
H -2.84 1.21 1.83
H 0.61 -1.44 -1.37
H -0.39 1.35 0.44
H 0.42 0.22 -2.07
H -3.80 -1.28 0.84
*
```

# 14
A structure of composition C2H5BrOS, computed with the ωB97M-V functional and the def2-TZVPD basis.

## Properties
**E_LUMO (spin up / spin down)**: -0.079 / -0.096 Eh
**Strongest force on any atom**: 3.87 eV Å⁻¹
**E_HOMO (spin up / spin down)**: -10.0 / -9.8 eV

Geometry as ORCA input:
```
! wB97M-V def2-TZVPD RIJCOSX def2/J DEFGRID3
* xyz 0 1
Br -3.59 0.75 0.08
S -1.29 -0.89 -0.50
O -1.28 -1.91 0.57
C 1.33 -0.01 -0.22
C -0.05 0.49 0.02
H 2.10 0.64 0.40
H -0.37 1.39 -0.52
H 1.51 -0.99 0.29
H -0.13 0.76 1.15
H 1.77 -0.23 -1.26
*
```

# 15
An isolated molecule of C3H3IO2, computed with the ωB97M-V functional and the def2-TZVPD basis.

## Properties
**<S²>**: 2.012
**E_LUMO (spin up / spin down)**: 0.006 / -0.067 Eh
**Strongest force on any atom**: 3.50 eV Å⁻¹
**E_HOMO (spin up / spin down)**: -6.3 / -9.9 eV

Geometry as ORCA input:
```
! wB97M-V def2-TZVPD RIJCOSX def2/J DEFGRID3
* xyz 0 3
I -1.33 -0.05 1.62
O -2.71 1.75 3.51
O 0.87 0.27 -0.76
C 0.06 -0.80 -1.16
C -0.43 0.50 -0.75
C -1.66 1.57 3.06
H 0.25 -1.01 -2.14
H -0.64 1.89 3.14
H -0.23 -1.68 -0.52
*
```